<A>
An isolated molecule of C6H8O2. Source: OMol25; level of theory: wB97M-V/def2-TZVPD.

Output
E_HOMO in eV: -8.406
Kohn-Sham gap in eV: 9.35
SMILES: C[C@]12C[C@@H]1OC=CO2

The geometry in ORCA input format:
```
! wB97M-V def2-TZVPD RIJCOSX def2/J DEFGRID3
* xyz 0 1
H -2.3837 -1.3864 -0.6124
C 0.5369 -0.3640 -0.3040
O -0.8565 1.5125 0.3310
O -0.3818 -1.2160 -0.9193
H -2.7220 0.7800 0.6040
H 1.5003 -1.6043 1.1034
H 2.2833 0.9178 0.1025
H 1.9989 0.7114 -1.7030
C -1.5668 -0.6891 -0.4777
H -0.0871 -1.1869 1.6578
C 0.7754 -0.7649 1.1464
H -0.2802 1.0349 -1.5673
C 0.1459 1.0048 -0.5537
C 1.6001 0.6877 -0.7012
H 1.2098 0.0526 1.7465
C -1.7723 0.5097 0.1469
*
```

Here are the Mulliken charges for atoms 1 to 2, given in e:
1 H 0.373
2 C 0.986

<B>
An isolated molecule of C6H8O2. Source: OMol25; level of theory: wB97M-V/def2-TZVPD.

Output
E_HOMO in eV: -8.495
Kohn-Sham gap in eV: 9.31
SMILES: O[C@@H]1[C@H]2C=CCO[C@H]12

The geometry in ORCA input format:
```
! wB97M-V def2-TZVPD RIJCOSX def2/J DEFGRID3
* xyz 0 1
H 0.9993 2.5818 0.1729
O -2.5974 -0.1575 -0.4545
H 2.3149 -1.5587 -0.9896
C -0.1962 -0.3039 0.5478
H -0.7849 0.8559 -1.2009
H 2.2816 -1.0786 1.0899
H -2.0425 0.4821 1.4674
C 0.8836 1.4278 0.0398
C -0.4992 0.9628 -0.1878
C 1.7832 -0.9905 -0.0711
H 2.9185 1.1142 -0.5796
H -2.2209 -0.8990 -0.8744
O 0.4548 -1.3628 -0.0982
H 0.1247 -0.2275 1.5376
C -1.6528 0.0560 0.4988
C 1.9397 0.6633 -0.1945
*
```

Here are the Mulliken charges for atoms 1 to 2, given in e:
1 H 0.273
2 O -0.537

Most stable structure: <A>